No. 1
{
  "formula": "C20H44KN7O2PSb",
  "method": "ωB97M-V/def2-TZVPD",
  "relative_energy_kcal_mol": 21.3,
  "homo_lumo_gap_ev": 8.081,
  "symbols": ["K", "C", "C", "Sb", "C", "C", "C", "C", "H", "H", "H", "H", "H", "H", "H", "H", "H", "H", "H", "H", "H", "H", "H", "C", "N", "C", "P", "O", "N", "C", "C", "N", "C", "C", "H", "H", "H", "H", "H", "H", "H", "H", "H", "H", "H", "H", "H", "H", "H", "H", "H", "H", "O", "C", "C", "C", "C", "C", "C", "N", "H", "H", "H", "H", "H", "H", "H", "H", "H", "H", "H", "N", "C", "N", "C", "N"],
  "positions_angstrom": [[0.2918, 0.7097, 0.5491], [6.4291, 0.7945, 0.2199], [5.0126, 1.3159, -0.0250], [3.4485, -0.1764, -0.0902], [3.4528, -0.4570, -2.2242], [4.8110, -0.8212, -2.8246], [4.6313, -1.9635, 0.2874], [4.6315, -2.3526, 1.7702], [7.1520, 1.6150, 0.2165], [6.7415, 0.0825, -0.5458], [6.5142, 0.2889, 1.1855], [4.9434, 1.8478, -0.9764], [4.7240, 2.0262, 0.7500], [3.0692, 0.4797, -2.6302], [2.7085, -1.2280, -2.4435], [5.5659, -0.0647, -2.5947], [4.7506, -0.8940, -3.9139], [5.1809, -1.7790, -2.4544], [5.6496, -1.8478, -0.0864], [4.1602, -2.7497, -0.3107], [5.0799, -1.5722, 2.3935], [5.1891, -3.2753, 1.9566], [3.6106, -2.5034, 2.1349], [0.8637, 0.5139, 5.6102], [1.1169, -0.7443, 4.8860], [2.5483, -0.9145, 4.6153], [0.0527, -1.0598, 3.6501], [-0.0644, -0.0325, 2.5760], [-1.3864, -1.2018, 4.4446], [-2.6270, -0.9782, 3.7019], [-1.5596, -1.9375, 5.6883], [0.6021, -2.4886, 3.0276], [0.7380, -3.6616, 3.8829], [0.4557, -2.8076, 1.6097], [1.3035, 0.4523, 6.6067], [-0.2044, 0.6906, 5.7143], [1.3056, 1.3673, 5.0872], [3.0912, -0.8617, 5.5604], [2.9367, -0.1342, 3.9523], [2.7461, -1.8787, 4.1598], [-2.4270, -0.4581, 2.7677], [-3.3098, -0.3664, 4.2966], [-3.1303, -1.9255, 3.4763], [-0.6169, -2.0103, 6.2252], [-1.9494, -2.9462, 5.5146], [-2.2737, -1.4101, 6.3255], [0.8880, -3.3683, 4.9205], [1.6066, -4.2460, 3.5685], [-0.1436, -4.3094, 3.8264], [0.2639, -1.9076, 1.0342], [-0.3734, -3.5039, 1.4427], [1.3733, -3.2666, 1.2317], [-1.9815, 0.2821, -0.2032], [-2.8006, 1.0725, -0.6454], [-2.4309, 2.2466, -1.5167], [-3.1506, 2.0498, -2.8737], [-3.3448, 0.5706, -3.2893], [-4.6163, -0.1130, -2.7454], [-4.5981, -0.3823, -1.2381], [-4.1622, 0.8370, -0.5232], [-1.3524, 2.2474, -1.6527], [-2.7061, 3.1980, -1.0558], [-2.5681, 2.5677, -3.6347], [-4.1256, 2.5435, -2.8537], [-2.4636, -0.0109, -2.9938], [-3.3828, 0.5240, -4.3777], [-4.7775, -1.0566, -3.2734], [-5.4770, 0.5248, -2.9774], [-3.8948, -1.1738, -0.9876], [-5.5808, -0.6829, -0.8800], [-4.6962, 1.6363, -0.8381], [-0.9655, 5.5797, -1.7920], [-0.2863, 4.8314, -1.2179], [0.4355, 4.0174, -0.4707], [1.0676, 2.9700, -0.8770], [1.5887, 1.9381, -1.0683]],
  "lowdin_charge": [0.709, -0.198, -0.434, 1.379, -0.450, -0.190, -0.462, -0.214, 0.067, 0.048, 0.058, 0.047, 0.035, 0.024, 0.042, 0.054, 0.065, 0.053, 0.033, 0.044, 0.057, 0.065, 0.025, -0.097, -0.298, -0.098, 0.524, -0.475, -0.301, -0.084, -0.113, -0.296, -0.107, -0.084, 0.085, 0.077, 0.088, 0.089, 0.088, 0.052, 0.067, 0.087, 0.086, 0.070, 0.082, 0.085, 0.072, 0.087, 0.086, 0.041, 0.090, 0.082, -0.055, -0.478, -0.095, -0.163, -0.180, -0.183, -0.174, 0.066, 0.093, 0.124, 0.114, 0.109, 0.119, 0.108, 0.109, 0.111, 0.115, 0.111, 0.123, 0.078, -0.435, 0.049, -0.452, -0.057]
}


No. 2
{
  "formula": "C20H44NO10S5",
  "method": "ωB97M-V/def2-TZVPD",
  "total_charge": 1,
  "relative_energy_kcal_mol": 26.0,
  "homo_lumo_gap_ev": 10.028,
  "symbols": ["N", "H", "H", "H", "H", "C", "C", "C", "S", "O", "O", "C", "H", "H", "H", "H", "H", "H", "H", "H", "C", "C", "C", "S", "O", "O", "C", "H", "H", "H", "H", "H", "H", "H", "H", "C", "C", "C", "S", "O", "O", "C", "H", "H", "H", "H", "H", "H", "H", "H", "C", "C", "C", "S", "O", "O", "C", "H", "H", "H", "H", "H", "H", "H", "H", "C", "C", "C", "S", "O", "O", "C", "H", "H", "H", "H", "H", "H", "H", "H"],
  "positions_angstrom": [[-0.4826, -1.4032, -0.9910], [-1.0806, -2.2052, -0.8040], [0.3044, -1.6662, -1.3960], [-0.1036, -1.0722, -0.2180], [-1.0316, -0.7852, -1.4800], [2.5284, 0.1028, 4.7590], [1.4354, 1.1228, 4.8410], [1.4464, 2.0298, 3.6210], [2.0154, 0.9538, 2.3470], [3.2044, 1.4528, 1.7180], [0.9454, 0.4668, 1.5110], [2.4104, -0.4112, 3.4250], [2.2214, -0.6692, 5.4580], [3.5144, 0.6318, 5.0840], [1.3574, 1.7778, 5.7780], [0.5634, 0.6328, 5.0380], [2.2234, 2.8348, 3.7750], [0.5634, 2.5418, 3.3200], [3.4194, -0.8852, 3.1180], [1.5934, -1.1162, 3.3960], [6.4544, -1.7122, -0.4600], [6.5824, -1.3432, -1.9260], [5.1254, -1.5332, -2.4580], [3.9894, -1.8462, -1.2500], [3.9474, -3.2522, -1.2770], [2.7854, -0.9922, -1.2770], [5.0494, -1.3942, 0.0540], [7.1144, -1.1512, 0.1860], [6.4374, -2.7262, -0.3080], [7.1254, -2.1712, -2.2850], [7.1924, -0.3382, -2.1060], [5.0774, -2.1772, -3.1670], [4.7214, -0.4372, -2.8930], [4.7864, -1.9352, 0.9210], [4.8334, -0.3012, 0.0900], [0.6914, 3.1638, -3.9240], [1.5244, 3.0418, -2.6290], [2.0404, 1.6118, -2.4510], [1.6034, 0.6778, -3.8420], [0.5164, -0.0232, -3.3870], [2.7504, -0.0232, -4.3690], [1.2014, 2.1198, -4.8290], [0.9674, 4.1828, -4.2950], [-0.4106, 2.9528, -3.5840], [1.2214, 3.4258, -1.6120], [2.4134, 3.7328, -2.9960], [1.5444, 1.1328, -1.5720], [3.1634, 1.6438, -2.1690], [0.5724, 1.7368, -5.4640], [2.2204, 2.4528, -5.2650], [-6.3966, 0.4338, -1.7670], [-6.3676, 1.9508, -1.8490], [-5.0156, 2.1848, -1.1260], [-3.8906, 0.9608, -1.6680], [-3.1656, 0.5398, -0.5530], [-3.0646, 1.3938, -2.8630], [-5.1206, -0.1602, -2.3280], [-7.2716, 0.0298, -2.4650], [-6.7266, 0.1228, -0.6650], [-7.1306, 2.3148, -1.1700], [-6.6966, 2.2828, -2.9850], [-5.2956, 1.8428, -0.0960], [-4.5346, 3.1728, -1.1150], [-5.0126, -1.2462, -1.8340], [-4.9406, -0.2652, -3.3800], [-4.4376, -1.2602, 3.2120], [-4.2556, -2.6122, 2.5410], [-2.8866, -3.1692, 2.8530], [-1.8866, -1.8072, 3.0270], [-1.2186, -1.5862, 1.7560], [-1.1076, -1.8762, 4.2170], [-3.1536, -0.5432, 3.0810], [-4.3736, -1.3292, 4.2950], [-5.5016, -0.8172, 2.9640], [-4.4286, -2.3102, 1.3170], [-5.0346, -3.4352, 2.4930], [-2.4446, -4.1172, 2.3010], [-3.0066, -3.6192, 4.0230], [-3.1506, 0.0378, 2.1640], [-2.7716, 0.0348, 3.8670]],
  "lowdin_charge": [0.419, 0.168, 0.064, 0.040, 0.093, -0.253, -0.246, -0.210, 0.653, -0.313, -0.337, -0.256, 0.127, 0.166, 0.153, 0.071, 0.133, 0.097, 0.146, 0.100, -0.214, -0.152, -0.236, 0.637, -0.282, -0.342, -0.237, 0.122, 0.087, 0.090, 0.166, 0.037, 0.164, 0.095, 0.118, -0.234, -0.222, -0.287, 0.604, -0.280, -0.311, -0.226, 0.128, 0.150, 0.130, 0.140, 0.088, 0.139, 0.042, 0.162, -0.297, -0.223, -0.247, 0.640, -0.317, -0.358, -0.241, 0.155, 0.157, 0.101, 0.184, 0.118, 0.123, 0.153, 0.096, -0.247, -0.266, -0.293, 0.630, -0.343, -0.289, -0.233, 0.111, 0.167, 0.169, 0.129, 0.161, 0.184, 0.098, 0.089]
}


No. 3
{
  "formula": "C20H44NO10S5",
  "method": "ωB97M-V/def2-TZVPD",
  "total_charge": 1,
  "relative_energy_kcal_mol": 37.8,
  "homo_lumo_gap_ev": 10.524,
  "symbols": ["N", "H", "H", "H", "H", "C", "C", "C", "S", "O", "O", "C", "H", "H", "H", "H", "H", "H", "H", "H", "C", "C", "C", "S", "O", "O", "C", "H", "H", "H", "H", "H", "H", "H", "H", "C", "C", "C", "S", "O", "O", "C", "H", "H", "H", "H", "H", "H", "H", "H", "C", "C", "C", "S", "O", "O", "C", "H", "H", "H", "H", "H", "H", "H", "H", "C", "C", "C", "S", "O", "O", "C", "H", "H", "H", "H", "H", "H", "H", "H"],
  "positions_angstrom": [[-0.2027, 0.6174, -2.1755], [-0.6897, 1.3784, -2.7325], [-1.0007, -0.0616, -1.9285], [0.2993, 0.7914, -1.3265], [0.4033, 0.0874, -2.8615], [0.7753, -5.2486, -0.9075], [2.1283, -5.1666, -1.7455], [2.2363, -3.6636, -2.0175], [1.6813, -2.9176, -0.4755], [0.6473, -1.8536, -0.8675], [2.8003, -2.6736, 0.3795], [0.7863, -4.2746, 0.2015], [0.8583, -6.3216, -0.7055], [-0.0287, -5.2156, -1.6905], [1.9253, -5.7356, -2.6295], [3.0663, -5.4236, -1.2865], [1.3523, -3.1976, -2.5805], [3.2933, -3.2926, -2.0905], [-0.1427, -4.0086, 0.4935], [1.3483, -4.4846, 1.0625], [-2.2167, 5.7094, 1.6345], [-3.1007, 4.5154, 1.1065], [-3.0887, 4.6944, -0.3275], [-1.3987, 4.7534, -0.7885], [-1.2577, 5.6234, -1.8645], [-0.9077, 3.3234, -0.7515], [-0.9297, 5.5634, 0.6895], [-2.3147, 5.7574, 2.8245], [-2.8167, 6.7074, 1.4895], [-4.0897, 4.6424, 1.8625], [-2.7257, 3.5444, 1.2985], [-3.6477, 5.6344, -0.6695], [-3.5017, 3.8484, -0.6495], [-0.7747, 6.6704, 0.5705], [-0.1117, 5.0664, 1.2885], [5.9573, 2.0784, -2.6655], [5.7243, 2.8134, -1.2805], [4.1873, 2.4984, -0.9495], [3.9093, 0.8564, -1.4805], [2.7323, 0.8694, -2.2275], [3.9463, -0.1586, -0.4425], [5.3783, 0.7104, -2.4305], [6.9723, 1.8214, -2.9435], [5.5433, 2.7074, -3.5525], [5.8363, 3.8954, -1.1655], [6.3523, 2.4464, -0.5655], [3.3763, 2.9884, -1.4975], [3.9803, 2.9504, 0.0335], [5.3613, 0.0954, -3.2675], [6.1293, 0.1214, -1.9385], [-1.0337, -0.9426, 3.9435], [-0.8317, 0.4824, 4.1595], [-0.8537, 1.3334, 2.7955], [-0.3107, 0.2024, 1.5885], [0.9293, 0.4954, 1.0655], [-1.3187, -0.0896, 0.6185], [-0.2107, -1.3686, 2.6455], [-2.1947, -1.2376, 3.7875], [-0.5977, -1.6056, 4.6085], [0.1543, 0.5374, 4.6395], [-1.7327, 0.8854, 4.7155], [-0.0287, 2.0734, 2.7365], [-1.9727, 1.5574, 2.3725], [0.8173, -1.7196, 2.5935], [-0.7987, -1.9466, 2.0735], [-3.0977, -3.6466, 0.7085], [-3.9127, -2.5236, 1.2625], [-4.7417, -1.9856, 0.0955], [-3.7537, -2.2126, -1.3305], [-3.0427, -1.0546, -1.7905], [-4.4547, -3.1446, -2.2315], [-2.5097, -3.2446, -0.5575], [-3.6267, -4.4686, 0.4235], [-2.2867, -3.9726, 1.5265], [-3.2527, -1.5286, 1.3625], [-4.7387, -2.5706, 2.1225], [-4.9657, -1.0496, 0.3065], [-5.6527, -2.7366, 0.0615], [-1.6317, -2.5826, -0.5925], [-2.3917, -4.0216, -1.1635]],
  "lowdin_charge": [0.278, 0.167, 0.114, 0.060, 0.146, -0.199, -0.185, -0.219, 0.724, -0.392, -0.300, -0.228, 0.119, 0.136, 0.107, 0.115, 0.124, 0.126, 0.035, 0.104, -0.205, -0.279, -0.284, 0.673, -0.270, -0.358, -0.233, 0.145, 0.133, 0.188, 0.065, 0.161, 0.062, 0.117, 0.120, -0.192, -0.143, -0.216, 0.625, -0.308, -0.313, -0.262, 0.106, 0.150, 0.114, 0.075, 0.098, 0.119, 0.093, 0.113, -0.221, -0.221, -0.205, 0.573, -0.282, -0.343, -0.132, 0.164, 0.083, 0.130, 0.134, 0.108, 0.156, 0.108, 0.008, -0.245, -0.217, -0.255, 0.716, -0.324, -0.322, -0.252, 0.092, 0.164, 0.132, 0.170, 0.049, 0.165, 0.084, 0.059]
}


No. 4
{
  "formula": "C20H44NO2P3Pr",
  "method": "ωB97M-V/def2-TZVPD",
  "total_charge": 3,
  "spin_multiplicity": 3,
  "homo_lumo_gap_ev": [5.371, 5.796],
  "s_squared": 2.010,
  "symbols": ["Pr", "P", "P", "P", "H", "C", "C", "H", "C", "C", "C", "C", "C", "C", "C", "C", "C", "H", "H", "H", "H", "H", "H", "H", "H", "H", "H", "H", "H", "H", "H", "H", "H", "H", "H", "H", "H", "H", "H", "H", "H", "H", "H", "H", "H", "H", "C", "C", "C", "C", "C", "C", "O", "H", "H", "H", "H", "H", "H", "C", "N", "C", "C", "O", "H", "H", "H", "H", "H", "H", "H"],
  "positions_angstrom": [[-1.4311, 0.9472, -0.5744], [-2.1650, -1.7160, 0.2191], [0.9619, -0.4373, 1.4905], [1.6393, -1.1014, -2.1624], [-1.4704, 5.7250, -4.4651], [-1.6124, 4.8740, -5.1284], [-2.5206, 3.9072, -4.9025], [-3.2150, 3.9439, -4.0590], [-3.7864, -1.4140, 1.0307], [-1.6591, -3.1468, 1.2398], [-2.7072, -2.6346, -1.2732], [2.6592, 0.2608, 1.4322], [0.5706, 0.1045, 3.2157], [1.4841, -2.1501, 2.0229], [1.1104, -1.2542, -3.8724], [1.2218, -2.7427, -1.4716], [3.4202, -1.0231, -2.2041], [-0.9544, 4.8190, -6.0144], [-2.5858, 3.0803, -5.6100], [-4.2911, -0.5220, 0.6351], [-3.6751, -1.3225, 2.1192], [-4.3713, -2.3071, 0.7940], [-1.3759, -2.8389, 2.2589], [-0.8391, -3.7168, 0.7747], [-2.5604, -3.7806, 1.2886], [-2.7925, -1.9754, -2.1474], [-3.6885, -3.0477, -1.0290], [-2.0063, -3.4473, -1.4961], [3.2760, -0.2635, 2.1718], [2.6351, 1.3260, 1.6820], [3.1112, 0.1370, 0.4440], [1.4378, -0.1379, 3.8543], [-0.3014, -0.4504, 3.5882], [0.3663, 1.1803, 3.2782], [2.5383, -2.1540, 2.3387], [1.3731, -2.8283, 1.1726], [0.8880, -2.5227, 2.8699], [1.7218, -2.0104, -4.3907], [1.1880, -0.2915, -4.3871], [0.0504, -1.5292, -3.9011], [1.1512, -3.4109, -2.3617], [0.2511, -2.7959, -0.9416], [2.0193, -3.1613, -0.8210], [3.7081, -1.6626, -3.0444], [3.8871, -1.3688, -1.2754], [3.7483, 0.0001, -2.3976], [0.0300, 2.2665, -3.3637], [0.9501, 3.3309, -3.5507], [1.5617, 3.4611, -4.8018], [1.2039, 2.5726, -5.8329], [0.1262, 1.6812, -5.6897], [-0.5381, 1.5861, -4.4632], [-0.0795, 1.7757, -2.1229], [1.2404, 0.2001, -1.6814], [1.2244, 3.9208, -2.6805], [2.3390, 4.2097, -4.9712], [1.7432, 2.5813, -6.7781], [-0.1836, 1.0410, -6.5288], [-1.4017, 0.9316, -4.2672], [-2.3068, 4.3731, 2.4714], [-2.6061, 3.1074, 3.1227], [-3.1328, 3.1015, 4.4870], [-2.3159, 1.9685, 2.5233], [-1.7701, 1.9332, 1.3522], [-2.6880, 5.1492, 3.1336], [-2.8063, 4.4462, 1.5014], [-1.2274, 4.5101, 2.3392], [-4.0295, 2.4762, 4.5587], [-2.3928, 2.7164, 5.2016], [-3.3771, 4.1360, 4.7384], [-2.5556, 1.0361, 3.0133]],
  "lowdin_charge": [1.289, 0.685, 0.795, 0.899, 0.057, -0.059, -0.089, 0.045, -0.238, -0.239, -0.235, -0.262, -0.273, -0.254, -0.189, -0.184, -0.198, 0.067, 0.049, 0.056, 0.065, 0.063, 0.053, 0.051, 0.079, 0.049, 0.063, 0.060, 0.059, 0.062, 0.019, 0.075, 0.044, 0.041, 0.064, -0.004, 0.056, 0.092, 0.047, 0.069, 0.091, 0.006, 0.075, 0.080, 0.068, 0.080, -0.409, -0.010, -0.052, -0.069, -0.089, -0.095, -0.409, 0.036, 0.121, 0.123, 0.116, 0.128, 0.118, 0.022, -0.123, 0.019, -0.196, -0.297, 0.108, 0.112, 0.119, 0.114, 0.116, 0.108, 0.157]
}